Entry 1:
Here is C23H27BaClNO as an isolated structure at a distorted geometry from the OMol25 dataset. Energies are from ωB97M-V/def2-TZVPD.

Frontier orbital gap (spin up / spin down) in eV: 4.729 / 4.832

```
! wB97M-V def2-TZVPD RIJCOSX def2/J DEFGRID3
* xyz -1 1
C -3.317 1.541 0.388
C -2.517 1.145 -0.709
C -2.124 -0.196 -0.507
H -2.302 1.745 -1.592
C -2.694 -0.641 0.719
C -3.420 0.436 1.276
H -2.674 -1.666 1.095
C 0.661 4.039 0.636
C -0.136 3.647 -0.480
C 0.448 2.499 -1.055
H -0.999 4.173 -0.871
C 1.612 2.191 -0.319
C 1.736 3.131 0.744
H -1.590 -0.823 -1.232
H -4.031 0.396 2.182
H -3.839 2.498 0.485
H 2.561 3.165 1.463
H 0.122 1.953 -1.945
H 0.490 4.900 1.263
Ba -0.508 1.245 1.903
C 2.430 0.924 -0.464
C 3.865 1.186 0.017
C 2.413 0.363 -1.890
H 4.281 2.039 -0.537
H 4.501 0.315 -0.172
H 3.906 1.419 1.089
H 2.752 1.135 -2.599
H 1.408 0.016 -2.189
H 3.102 -0.495 -1.946
C 1.672 -0.069 0.459
C 2.354 -1.304 1.023
H 0.678 -0.306 0.008
H 1.644 0.479 1.425
O 3.147 -1.106 1.929
N 1.874 -2.537 0.593
C 0.483 -2.934 0.940
H 2.534 -3.275 0.813
C -0.281 -3.337 -0.283
C -1.587 -3.821 -0.125
H -1.961 -3.991 0.887
C -2.385 -4.052 -1.248
H -3.417 -4.387 -1.108
C -1.862 -3.850 -2.530
H -2.487 -4.019 -3.401
C -0.538 -3.433 -2.692
H -0.107 -3.292 -3.686
C 0.263 -3.182 -1.565
H 1.305 -2.867 -1.658
H -0.049 -2.119 1.466
H 0.509 -3.770 1.661
Cl -2.838 2.712 3.757
C -1.766 3.701 2.901
H -2.276 4.290 2.134
H -1.044 4.185 3.549
*
```


Entry 2:
Here is C23H27CoN3S4 as an isolated structure from the OMol25 dataset. Energies are from ωB97M-V/def2-TZVPD.

Frontier orbital gap (spin up / spin down) in eV: 6.959 / 6.971

```
! wB97M-V def2-TZVPD RIJCOSX def2/J DEFGRID3
* xyz 0 2
Co 0.269 1.171 -0.319
S 0.236 1.096 -2.604
C -1.327 0.289 -2.729
C -1.597 -0.572 -3.804
C -2.793 -1.263 -3.896
C -3.774 -1.118 -2.920
C -3.548 -0.252 -1.864
C -2.340 0.431 -1.764
S -2.054 1.647 -0.499
C -2.441 0.829 1.072
C -1.315 0.973 2.074
C -1.600 0.970 3.429
C -0.559 1.052 4.340
C 0.738 1.119 3.870
C 0.964 1.120 2.500
C 2.392 1.159 1.998
S 2.661 0.883 0.216
C 3.306 2.454 -0.280
C 4.674 2.565 -0.522
C 5.218 3.778 -0.897
C 4.376 4.882 -1.022
C 3.019 4.770 -0.790
C 2.435 3.547 -0.417
S 0.720 3.447 -0.132
N -0.049 1.063 1.633
H -0.833 -0.700 -4.560
H -2.962 -1.925 -4.737
H -4.709 -1.659 -2.991
H -4.315 -0.096 -1.114
H -2.610 -0.230 0.870
H -3.347 1.261 1.494
H -2.629 0.910 3.759
H -0.760 1.061 5.403
H 1.578 1.174 4.550
H 2.955 0.394 2.535
H 2.840 2.120 2.249
H 5.300 1.687 -0.413
H 6.279 3.865 -1.091
H 4.786 5.841 -1.316
H 2.372 5.631 -0.907
C -1.848 -3.771 1.064
C -0.817 -3.204 0.095
C -1.285 -3.408 -1.343
C 0.539 -3.876 0.324
N -0.784 -1.751 0.373
N 0.130 -1.004 -0.425
H -1.940 -4.851 0.939
H -2.822 -3.313 0.887
H -1.557 -3.577 2.101
H -1.482 -4.466 -1.523
H -0.530 -3.089 -2.065
H -2.200 -2.840 -1.530
H 0.468 -4.951 0.149
H 0.879 -3.725 1.353
H 1.304 -3.495 -0.356
H -0.514 -1.604 1.341
H -0.168 -1.056 -1.394
H 1.072 -1.392 -0.392
*
```


Entry 3:
Here is C23H27CrN8SSe3Te as an isolated structure at a distorted geometry from the OMol25 dataset. Energies are from ωB97M-V/def2-TZVPD.

Frontier orbital gap (spin up / spin down) in eV: 4.742 / 5.110

```
! wB97M-V def2-TZVPD RIJCOSX def2/J DEFGRID3
* xyz -1 5
Cr -1.196 -0.425 -0.438
C 0.433 3.922 -0.155
N -0.138 3.720 1.167
C -0.407 4.862 2.011
C -0.432 2.424 1.550
N -0.203 1.398 0.828
N -1.110 2.356 2.759
C -1.518 1.235 3.472
N -2.404 1.607 4.494
N -1.087 0.070 3.239
H 0.510 4.990 -0.343
H -0.193 3.487 -0.939
H 1.436 3.487 -0.234
H -0.074 5.760 1.498
H 0.132 4.815 2.964
H -1.477 4.993 2.215
H 0.223 1.692 -0.046
H -1.351 3.232 3.188
H -3.060 2.326 4.223
H -2.884 0.813 4.889
H -1.562 -0.621 3.815
Se -3.475 0.031 0.612
Se -5.168 -0.346 -0.927
Te -3.908 -1.360 -3.244
Se -1.878 -2.211 -2.142
C 1.851 -1.603 -1.374
N 0.902 -0.496 -1.385
C 0.957 0.358 -2.350
C -0.109 1.281 -2.555
C -0.277 2.328 -3.470
C -1.567 2.821 -3.255
C -2.127 2.042 -2.229
N -1.250 1.126 -1.803
C 3.216 -1.328 -1.959
C 3.744 -2.132 -2.960
C 5.018 -1.897 -3.466
C 5.775 -0.844 -2.979
C 5.254 -0.029 -1.980
C 3.988 -0.272 -1.475
H 1.384 -2.446 -1.896
H 1.990 -1.930 -0.339
H 1.792 0.368 -3.056
H 0.443 2.656 -4.206
H -2.061 3.617 -3.790
H -3.120 2.083 -1.804
H 3.146 -2.946 -3.352
H 5.412 -2.534 -4.247
H 6.765 -0.655 -3.376
H 5.838 0.798 -1.597
H 3.579 0.366 -0.699
S 0.861 -2.967 2.811
C 0.422 -1.738 1.684
N -0.678 -1.920 1.041
C -1.317 -3.089 1.453
C -2.578 -3.524 1.041
C -3.060 -4.701 1.572
C -2.320 -5.446 2.500
C -1.087 -5.009 2.938
C -0.602 -3.813 2.412
H 1.026 -0.852 1.545
H -3.144 -2.935 0.333
H -4.036 -5.052 1.263
H -2.725 -6.373 2.887
H -0.518 -5.569 3.668
*
```


Entry 4:
Here is C23H27F7N4NiOSb as an isolated structure from the OMol25 dataset. Energies are from ωB97M-V/def2-TZVPD.

Frontier orbital gap (spin up / spin down) in eV: 6.395 / 6.908

```
! wB97M-V def2-TZVPD RIJCOSX def2/J DEFGRID3
* xyz -2 2
Ni 0.990 1.286 -0.116
C -1.156 -1.121 3.457
C -1.698 -0.865 2.049
C -3.227 -0.958 2.049
C -1.080 -1.797 1.021
C -1.081 -3.165 1.269
C -0.493 -4.050 0.384
C 0.106 -3.554 -0.761
C 0.119 -2.193 -1.063
C 0.852 -1.780 -2.332
C 2.163 -1.066 -1.986
C 0.003 -0.971 -3.314
C -0.495 -1.294 -0.162
N -0.525 0.109 -0.372
C -1.768 0.604 -0.676
C -2.764 -0.151 -1.333
C -4.016 0.361 -1.633
C -4.360 1.658 -1.287
C -3.418 2.427 -0.611
C -2.182 1.902 -0.318
F -1.357 2.670 0.439
H -1.527 -0.357 4.145
H -0.065 -1.093 3.478
H -1.478 -2.093 3.840
H -1.422 0.153 1.765
H -3.548 -1.974 2.298
H -3.639 -0.698 1.074
H -3.651 -0.279 2.794
H -1.539 -3.541 2.177
H -0.489 -5.114 0.588
H 0.586 -4.238 -1.453
H 1.104 -2.718 -2.839
H 1.956 -0.332 -1.208
H 2.576 -0.544 -2.849
H 2.913 -1.753 -1.590
H -0.284 -0.010 -2.898
H -0.905 -1.512 -3.590
H 0.569 -0.780 -4.228
H -2.525 -1.166 -1.620
H -4.726 -0.268 -2.158
H -5.332 2.067 -1.530
H -3.630 3.438 -0.288
C 0.767 2.422 2.671
O 1.225 1.049 2.656
C 1.430 0.489 1.519
C 2.131 -0.800 1.674
H -0.199 2.485 2.174
H 1.508 3.029 2.158
H 0.690 2.685 3.722
H 2.153 -1.136 2.712
H 3.161 -0.590 1.346
H 1.729 -1.558 1.005
F 2.376 2.445 0.245
Sb 4.929 2.168 1.077
F 3.903 1.623 2.693
F 4.878 4.048 1.670
F 6.512 1.932 2.125
F 6.089 2.617 -0.461
F 5.050 0.229 0.585
N -0.282 1.805 -6.083
C 0.205 2.287 -5.144
N 0.790 2.936 -4.157
C 0.730 2.466 -2.952
N 0.665 2.129 -1.843
*
```


Entry 5:
Here is one molecule with the formula C23H27FN2O3 from the OMol25 dataset. Energies are from ωB97M-V/def2-TZVPD.

Frontier orbital gap in eV: 8.922

```
! wB97M-V def2-TZVPD RIJCOSX def2/J DEFGRID3
* xyz 0 1
C -4.721 -1.175 0.213
O -3.754 -0.194 -0.069
C -2.713 -0.040 0.789
C -2.484 -0.834 1.908
C -1.393 -0.604 2.724
C -0.499 0.419 2.444
C 0.670 0.604 3.348
O 0.650 0.311 4.527
N 1.779 1.095 2.734
C 3.007 1.313 3.421
C 3.881 2.467 3.035
C 4.305 1.060 2.717
C -0.738 1.235 1.341
C -1.819 1.014 0.507
O -2.067 1.867 -0.547
C -1.403 1.593 -1.779
C 0.122 1.666 -1.665
C 0.764 1.381 -3.029
N 0.369 0.125 -3.621
C 1.114 -1.059 -3.234
C 0.932 -1.580 -1.823
C 1.767 -1.163 -0.792
C 1.592 -1.621 0.502
C 0.565 -2.510 0.757
F 0.395 -2.979 2.008
C -0.277 -2.953 -0.246
C -0.082 -2.488 -1.533
C -1.070 0.009 -3.701
C -1.800 0.240 -2.371
H -5.467 -1.087 -0.575
H -5.198 -1.004 1.183
H -4.291 -2.182 0.192
H -3.157 -1.640 2.153
H -1.216 -1.224 3.589
H 1.757 1.296 1.748
H 2.908 1.047 4.465
H 4.402 3.001 3.814
H 3.562 3.095 2.217
H 5.119 0.625 3.275
H 4.271 0.746 1.684
H -0.114 2.093 1.138
H -1.758 2.398 -2.434
H 0.420 2.658 -1.320
H 0.457 0.923 -0.940
H 1.853 1.400 -2.942
H 0.468 2.172 -3.728
H 0.832 -1.848 -3.938
H 2.172 -0.829 -3.394
H 2.577 -0.480 -1.009
H 2.241 -1.313 1.307
H -1.059 -3.659 -0.015
H -0.722 -2.843 -2.327
H -1.320 -0.976 -4.099
H -1.411 0.761 -4.422
H -2.878 0.213 -2.527
H -1.539 -0.544 -1.659
*
```


Entry 6:
Here is one molecule with the formula C23H27FN2O4 from the OMol25 dataset. Energies are from ωB97M-V/def2-TZVPD.

Frontier orbital gap in eV: 8.162

```
! wB97M-V def2-TZVPD RIJCOSX def2/J DEFGRID3
* xyz 0 1
C -0.032 -7.060 5.219
O -0.849 -5.915 5.314
C -0.620 -4.802 4.573
C -1.549 -3.782 4.781
C -1.473 -2.580 4.117
C -0.450 -2.347 3.198
C -0.394 -1.078 2.510
C 0.472 -0.681 1.568
C 0.355 0.663 0.982
O -0.474 1.487 1.329
N 1.260 0.928 -0.002
C 1.262 2.172 -0.727
C 0.807 2.009 -2.196
C 1.031 3.264 -3.016
C 1.183 4.529 -2.462
C 1.339 5.643 -3.270
C 1.336 5.481 -4.642
F 1.490 6.564 -5.434
C 1.175 4.237 -5.225
C 1.023 3.138 -4.402
N -0.576 1.613 -2.402
C -0.899 0.212 -2.223
C -2.258 -0.034 -2.886
O -3.260 0.762 -2.303
C -2.930 2.130 -2.397
C -1.580 2.430 -1.743
C 0.485 -3.365 2.986
C 0.424 -4.578 3.650
O 1.342 -5.583 3.454
C 2.392 -5.375 2.545
H -0.473 -7.779 5.910
H -0.035 -7.477 4.210
H 0.996 -6.850 5.520
H -2.336 -3.976 5.492
H -2.210 -1.815 4.304
H -1.154 -0.359 2.791
H 1.269 -1.311 1.198
H 1.898 0.208 -0.301
H 2.272 2.595 -0.721
H 0.585 2.834 -0.185
H 1.418 1.211 -2.642
H 1.179 4.665 -1.393
H 1.459 6.628 -2.847
H 1.172 4.143 -6.299
H 0.887 2.160 -4.839
H -0.976 -0.073 -1.162
H -0.139 -0.405 -2.708
H -2.179 0.193 -3.961
H -2.574 -1.070 -2.753
H -2.890 2.429 -3.456
H -3.733 2.671 -1.895
H -1.647 2.211 -0.666
H -1.335 3.484 -1.887
H 1.281 -3.190 2.283
H 2.978 -6.293 2.566
H 2.020 -5.208 1.528
H 3.028 -4.535 2.845
*
```


Entry 7:
Here is C23H27GeN3OS5Ti as an isolated structure from the OMol25 dataset. Energies are from ωB97M-V/def2-TZVPD.

Frontier orbital gap in eV: 7.160

```
! wB97M-V def2-TZVPD RIJCOSX def2/J DEFGRID3
* xyz 0 1
Ti -1.197 0.002 -0.950
C -2.020 -1.293 -2.743
C -1.175 -2.097 -1.948
C -1.769 -2.220 -0.675
C -2.975 -1.480 -0.671
C -3.126 -0.909 -1.960
H -1.829 -0.978 -3.756
H -0.214 -2.497 -2.239
H -1.360 -2.743 0.176
H -3.667 -1.403 0.152
H -3.932 -0.267 -2.275
S 0.371 3.958 -1.804
C -0.442 2.539 -1.999
S -2.046 2.239 -1.424
S 0.243 1.056 -2.633
Ge -2.257 0.849 1.291
C -2.574 -0.622 2.557
C -1.617 -1.610 2.799
C -1.868 -2.676 3.650
C -3.103 -2.786 4.277
C -4.072 -1.822 4.044
C -3.806 -0.757 3.193
C -0.880 2.002 2.077
C -0.055 1.528 3.098
C 0.968 2.307 3.620
C 1.189 3.585 3.124
C 0.375 4.076 2.114
C -0.652 3.294 1.601
H -3.621 1.568 1.217
H -0.649 -1.552 2.310
H -1.102 -3.422 3.821
H -3.306 -3.617 4.940
H -5.039 -1.896 4.525
H -4.580 -0.014 3.032
H -0.214 0.537 3.508
H 1.587 1.920 4.420
H 1.984 4.198 3.529
H 0.536 5.070 1.717
H -1.261 3.696 0.802
C 3.158 2.018 0.638
N 1.888 1.444 0.243
C 1.511 0.220 0.555
N 2.294 -0.551 1.337
O 0.399 -0.266 0.176
H 3.152 3.066 0.353
H 3.989 1.521 0.131
H 3.279 1.964 1.721
H 1.290 1.987 -0.370
H 3.269 -0.328 1.439
H 2.045 -1.525 1.362
S 3.059 -1.831 -1.773
C 3.080 -1.836 -3.429
N 2.528 -0.905 -4.216
C 2.885 -0.933 -5.623
C 3.201 -2.395 -5.934
S 3.857 -3.073 -4.386
H 2.211 -0.053 -3.765
H 3.755 -0.294 -5.807
H 2.053 -0.569 -6.225
H 3.946 -2.483 -6.720
H 2.305 -2.941 -6.226
*
```


Entry 8:
Here is one molecule with the formula C23H27N3O3 from the OMol25 dataset. Energies are from ωB97M-V/def2-TZVPD.

Frontier orbital gap in eV: 8.621

```
! wB97M-V def2-TZVPD RIJCOSX def2/J DEFGRID3
* xyz 0 1
C 5.989 -6.724 -0.828
O 5.217 -5.887 -1.654
C 4.113 -5.290 -1.126
C 3.674 -5.437 0.185
C 2.534 -4.778 0.609
C 1.811 -3.965 -0.256
N 0.664 -3.330 0.244
C -0.200 -2.496 -0.392
O -0.116 -2.164 -1.554
C -1.295 -1.970 0.541
C -2.443 -1.360 -0.272
C -2.187 0.118 -0.551
N -2.176 0.863 0.691
C -2.564 2.141 0.877
O -2.579 2.640 1.992
C -2.965 2.974 -0.346
C -1.679 3.338 -1.128
C -0.936 4.401 -0.384
C 0.408 4.328 -0.064
C 1.006 5.362 0.638
C 0.259 6.458 1.033
C -1.091 6.526 0.734
C -1.689 5.504 0.017
C -3.154 5.426 -0.301
N -3.710 4.140 0.110
C -1.718 0.130 1.861
C -0.673 -0.901 1.461
C 2.251 -3.817 -1.569
C 3.386 -4.472 -1.993
H 6.403 -6.177 0.026
H 6.805 -7.083 -1.453
H 5.409 -7.579 -0.466
H 4.206 -6.059 0.887
H 2.204 -4.902 1.631
H 0.477 -3.528 1.217
H -1.681 -2.801 1.140
H -2.525 -1.883 -1.225
H -3.386 -1.469 0.265
H -2.970 0.503 -1.206
H -1.228 0.208 -1.075
H -3.629 2.387 -0.996
H -1.975 3.718 -2.111
H -1.059 2.455 -1.279
H 0.989 3.467 -0.366
H 2.057 5.308 0.882
H 0.729 7.259 1.585
H -1.680 7.373 1.055
H -3.717 6.212 0.204
H -3.315 5.532 -1.382
H -3.704 4.108 1.131
H -2.566 -0.361 2.356
H -1.303 0.860 2.560
H 0.140 -0.392 0.939
H -0.256 -1.358 2.360
H 1.699 -3.191 -2.249
H 3.735 -4.365 -3.007
*
```


Number 1 is which compound? C23H27BaClNO